Entry from the OMol25 dataset: a 6-piece molecular cluster, C48H108ClO19P2 overall at a distorted geometry (ωB97M-V/def2-TZVPD).

## Properties
**Lowest unoccupied orbital energy**: 1.504 eV
**Net charge**: -1
**E**: -4465.698564 Eh

Each line ends with the Löwdin charge.
Geometry (Å):
C -2.943 5.739 -2.618  0.044
C -2.331 6.785 -2.579  -0.123
C -1.389 7.940 -2.170  -0.196
C -2.031 8.930 -1.063  -0.244
C -1.941 8.156 0.313  -0.360
P -3.059 8.836 1.739  0.183
Cl -1.277 8.928 2.963  0.210
C -3.560 7.086 2.360  -0.344
C -2.803 6.589 3.688  -0.303
C -3.634 5.270 4.138  -0.233
C -2.744 4.271 4.983  -0.221
C -1.599 3.596 4.102  -0.224
C -1.749 2.029 3.929  -0.207
C -0.778 1.612 2.713  -0.214
C -1.585 1.349 1.379  -0.211
C -0.730 1.526 0.050  -0.248
C -1.178 2.798 -0.825  -0.120
O -4.460 9.030 0.727  -0.421
C -5.031 7.922 0.107  -0.271
C -5.891 8.467 -1.150  -0.344
C -7.275 7.654 -1.183  -0.086
O -5.257 8.221 -2.411  -0.089
P -2.629 10.999 1.270  0.719
O -0.973 11.306 1.062  -0.428
O -3.605 11.604 0.006  -0.396
H -3.718 4.937 -2.608  0.050
H -1.066 8.510 -3.093  0.102
H -0.433 7.557 -1.696  0.113
H -1.414 9.868 -1.137  0.088
H -3.067 9.149 -1.432  0.092
H -2.089 7.064 0.076  0.064
H -0.860 8.248 0.649  0.038
H -3.854 9.363 2.843  -0.004
H -3.389 6.256 1.621  0.067
H -4.643 7.118 2.714  0.088
H -2.913 7.291 4.553  0.088
H -1.769 6.208 3.494  0.074
H -3.938 4.759 3.169  0.101
H -4.537 5.568 4.745  0.103
H -3.387 3.469 5.468  0.099
H -2.216 4.804 5.834  0.106
H -0.576 3.834 4.507  0.114
H -1.666 4.052 3.071  0.100
H -1.405 1.475 4.848  0.100
H -2.818 1.736 3.710  0.108
H -0.053 2.476 2.571  0.108
H -0.135 0.731 3.026  0.088
H -2.433 2.092 1.351  0.105
H -1.984 0.296 1.382  0.096
H -0.930 0.612 -0.592  0.094
H 0.381 1.589 0.222  0.096
H -0.249 3.224 -1.315  0.071
H -1.637 3.614 -0.200  0.066
H -1.858 2.461 -1.667  0.060
H -4.391 7.101 -0.313  0.109
H -5.819 7.415 0.761  0.111
H -6.143 9.543 -0.952  0.150
H -7.118 6.554 -1.389  0.077
H -7.976 8.078 -1.969  0.074
H -7.837 7.745 -0.202  0.076
H -5.344 7.292 -2.683  0.067
H -0.468 10.541 0.725  0.002
H -3.124 11.614 -0.852  0.029
C 4.903 -5.114 1.526  -0.104
O 4.863 -3.728 1.797  -0.197
C 5.314 -2.934 0.709  -0.188
C 4.499 -1.655 0.585  -0.168
O 3.180 -1.844 0.077  -0.142
C 2.249 -2.507 0.932  -0.170
C 1.846 -1.700 2.160  -0.186
O 2.891 -1.705 3.125  -0.205
C 2.993 -0.486 3.835  -0.109
H 5.940 -5.469 1.517  0.092
H 4.358 -5.629 2.319  0.057
H 4.415 -5.345 0.572  0.089
H 5.255 -3.488 -0.236  0.115
H 6.364 -2.679 0.898  0.128
H 5.000 -1.014 -0.147  0.127
H 4.481 -1.095 1.520  0.115
H 2.604 -3.504 1.198  0.115
H 1.353 -2.655 0.321  0.123
H 0.967 -2.159 2.628  0.124
H 1.594 -0.678 1.854  0.115
H 3.040 0.366 3.147  0.089
H 3.921 -0.508 4.409  0.088
H 2.149 -0.371 4.522  0.087
C -4.085 -5.219 4.727  -0.114
O -4.290 -4.786 3.396  -0.206
C -4.250 -3.373 3.257  -0.192
C -3.581 -2.966 1.953  -0.174
O -2.165 -3.143 1.937  -0.134
C -1.684 -4.488 1.913  -0.173
C -1.966 -5.227 0.613  -0.194
O -3.332 -5.610 0.535  -0.205
C -3.850 -5.554 -0.779  -0.113
H -4.964 -4.994 5.340  0.087
H -3.929 -6.298 4.710  0.088
H -3.193 -4.753 5.160  0.086
H -3.713 -2.908 4.093  0.126
H -5.285 -3.010 3.262  0.128
H -3.737 -1.891 1.823  0.123
H -4.045 -3.449 1.093  0.115
H -2.037 -5.043 2.782  0.116
H -0.598 -4.407 2.021  0.117
H -1.367 -6.146 0.580  0.126
H -1.686 -4.588 -0.234  0.123
H -3.644 -4.583 -1.242  0.087
H -4.932 -5.678 -0.720  0.089
H -3.430 -6.360 -1.389  0.086
C -3.144 2.569 -4.915  -0.119
O -3.342 3.003 -6.245  -0.206
C -3.338 4.420 -6.375  -0.189
C -2.662 4.852 -7.667  -0.174
O -1.242 4.711 -7.666  -0.124
C -0.721 3.384 -7.692  -0.177
C -0.958 2.643 -9.000  -0.196
O -2.310 2.216 -9.102  -0.205
C -2.808 2.261 -10.423  -0.118
H -4.038 2.767 -4.314  0.083
H -2.959 1.493 -4.934  0.088
H -2.272 3.056 -4.467  0.080
H -2.825 4.892 -5.529  0.112
H -4.382 4.755 -6.381  0.128
H -2.844 5.923 -7.792  0.128
H -3.102 4.362 -8.536  0.112
H -1.070 2.811 -6.833  0.115
H 0.360 3.499 -7.568  0.126
H -0.328 1.745 -9.028  0.125
H -0.686 3.295 -9.839  0.124
H -2.627 3.241 -10.878  0.085
H -3.886 2.102 -10.381  0.088
H -2.352 1.472 -11.030  0.085
C 5.373 -10.998 7.910  -0.114
O 5.417 -9.647 7.498  -0.204
C 6.700 -9.058 7.651  -0.196
C 7.010 -8.105 6.507  -0.176
O 7.305 -8.748 5.268  -0.126
C 6.223 -9.395 4.599  -0.175
C 5.170 -8.445 4.047  -0.192
O 4.349 -7.940 5.092  -0.202
C 3.944 -6.602 4.880  -0.111
H 5.426 -11.066 9.002  0.087
H 4.426 -11.423 7.573  0.089
H 6.186 -11.576 7.456  0.086
H 7.483 -9.824 7.699  0.124
H 6.698 -8.502 8.597  0.126
H 7.921 -7.559 6.770  0.127
H 6.229 -7.355 6.383  0.115
H 5.781 -10.167 5.229  0.114
H 6.680 -9.912 3.751  0.126
H 4.518 -8.990 3.353  0.128
H 5.666 -7.630 3.506  0.118
H 4.804 -5.962 4.655  0.086
H 3.485 -6.238 5.800  0.092
H 3.210 -6.551 4.069  0.083
C 5.117 -3.769 -7.327  -0.113
O 4.332 -4.372 -6.318  -0.203
C 4.977 -5.471 -5.691  -0.197
C 4.667 -5.516 -4.202  -0.179
O 5.327 -4.515 -3.432  -0.132
C 4.890 -3.166 -3.607  -0.170
C 3.492 -2.887 -3.078  -0.191
O 2.505 -3.423 -3.952  -0.201
C 1.371 -3.915 -3.269  -0.111
H 5.171 -4.419 -8.208  0.087
H 4.641 -2.829 -7.608  0.090
H 6.125 -3.545 -6.962  0.086
H 6.064 -5.420 -5.827  0.123
H 4.608 -6.388 -6.167  0.125
H 5.042 -6.469 -3.816  0.126
H 3.593 -5.510 -4.013  0.115
H 5.000 -2.853 -4.646  0.115
H 5.592 -2.560 -3.027  0.124
H 3.330 -1.804 -3.028  0.133
H 3.397 -3.307 -2.070  0.106
H 1.663 -4.604 -2.468  0.084
H 0.761 -4.469 -3.985  0.088
H 0.782 -3.088 -2.861  0.088